Record 1
The following is a quantum chemistry calculation of a molecular structure, C36H34AlCl5N2O2PS at a distorted geometry, from the OMol25 dataset.

Its LUMO energy is -3.3 eV. The calculation puts the HOMO energy at -11.2 eV. Its charge is +1.

Last column: Mulliken charge in e.
Atoms and positions in Å:
Al1 3.4655 -8.8244 16.0614  -2.66
C1 2.6079 -9.0191 20.0103  -1.49
C2 3.3142 -7.6923 20.3166  1.01
C3 2.9966 -7.0831 21.5373  -0.87
C4 3.6584 -5.9162 21.9474  -0.71
C5 4.6869 -5.3730 21.1792  -0.88
C6 5.0723 -6.0312 20.0117  -1.01
C7 4.4052 -7.2020 19.5918  0.98
P1 4.9381 -7.9771 18.0100  2.78
C8 6.3998 -7.0180 17.5500  0.16
C9 7.6631 -7.4273 17.8980  -1.15
C10 8.7754 -6.7248 17.4715  -0.70
C11 8.5882 -5.5678 16.7154  -0.86
C12 7.2981 -5.1822 16.3183  -0.50
C13 6.2025 -5.8760 16.7841  1.11
C14 4.8744 -5.2590 16.4932  -0.60
C15 5.4088 -9.6711 18.5042  0.36
C16 6.0719 -9.8334 19.7565  -0.31
C17 6.3096 -11.0801 20.2933  -1.14
C18 5.9325 -12.1865 19.5361  -0.66
C19 5.2211 -12.0732 18.3610  -0.72
C20 4.9139 -10.8185 17.8423  0.05
C21 4.0741 -10.6661 16.5811  -0.71
H1 2.7235 -9.6704 20.8717  0.52
H2 3.0887 -9.5061 19.1679  0.03
H3 1.5583 -8.8772 19.7865  0.44
H4 2.2665 -7.5855 22.1786  0.49
H5 3.4199 -5.4289 22.8976  0.37
H6 5.1742 -4.4732 21.4900  0.51
H7 5.9154 -5.6341 19.4499  0.41
H8 7.7909 -8.3536 18.4259  0.45
H9 9.7455 -7.1215 17.7274  0.45
H10 9.4859 -5.0286 16.3768  0.36
H11 7.2313 -4.2983 15.6710  0.47
H12 4.8077 -4.9211 15.4673  0.45
H13 4.7071 -4.4106 17.1726  0.53
H14 4.0749 -5.9389 16.7036  -1.13
H15 6.4302 -8.9464 20.2508  0.50
H16 6.8360 -11.2397 21.2025  0.52
H17 6.1654 -13.1508 19.9909  0.37
H18 4.8528 -12.9109 17.8206  0.60
H19 3.1882 -11.2705 16.6488  0.64
H20 4.6279 -11.0647 15.6724  0.53
Cl1 6.2146 -8.7664 14.8719  -0.08
C22 5.1599 -7.5762 14.0910  0.37
C23 3.8218 -7.7104 14.4068  0.19
C24 2.9377 -6.8782 13.7388  0.72
Cl2 1.1806 -7.0343 13.8377  -0.14
C25 3.3917 -5.9171 12.8373  -0.28
Cl3 2.2854 -4.8054 12.0955  -0.16
C26 4.7559 -5.7790 12.6434  0.57
Cl4 5.3281 -4.4950 11.6721  -0.16
C27 5.6640 -6.6415 13.2302  -0.36
Cl5 7.3422 -6.4082 12.8986  -0.13
C28 2.5731 -10.3528 12.3893  -0.83
S1 1.7896 -10.6150 14.0024  0.33
C29 2.3125 -12.3394 14.1589  -1.11
H21 2.3353 -11.1477 11.7006  0.49
H22 3.6621 -10.2593 12.5066  0.18
H23 2.2217 -9.3712 12.0010  0.24
H24 3.3777 -12.4229 14.1209  0.34
H25 1.9384 -12.9792 13.3772  0.44
H26 2.0271 -12.7625 15.1289  0.34
O1 -1.4755 -3.0800 14.4783  -0.52
C30 -1.7075 -3.3174 15.8543  -0.57
N1 -1.3190 -4.6607 16.2255  -0.09
C31 -0.0990 -4.9734 16.7005  0.32
O2 0.8179 -4.1586 16.7112  -0.67
C32 0.0940 -6.4432 16.9724  -0.35
C33 -0.9067 -7.2893 17.3679  -0.22
C34 -0.6258 -8.6466 17.4086  -1.21
C35 0.6169 -9.1417 17.0731  -0.32
N2 1.6452 -8.2772 16.8029  1.47
C36 1.3573 -6.9600 16.7726  -0.85
H27 -0.6138 -2.7063 14.4110  0.33
H28 -2.7602 -3.1994 16.0456  0.36
H29 -1.0988 -2.6414 16.4595  0.36
H30 -1.9316 -5.4469 16.0996  0.22
H31 -1.8783 -6.9057 17.6674  0.66
H32 -1.3957 -9.3466 17.7407  0.48
H33 0.8488 -10.1915 17.0350  0.48
H34 2.1312 -6.2552 16.5438  1.16

Atoms 1-3, force components in eV/Å:
Al 0.153 -0.403 0.163
C 0.767 0.825 -0.212
C 0.001 -0.728 0.836

Record 2
The following is a quantum chemistry calculation of a molecular structure, C8H15BF7O4Ti at a distorted geometry, from the OMol25 dataset.

Its LUMO energy (spin up / spin down) is 5.3 / 5.3 eV. The calculation puts the HOMO energy (spin up / spin down) at 0.8 / -1.4 eV. Its charge is -2. Its spin multiplicity is 4.

Last column: Mulliken charge in e.
Atoms and positions in Å:
Ti1 -0.8092 0.1083 1.2788  1.17
C1 -0.0695 -2.3950 4.3502  -1.06
C2 -0.2761 -2.5500 2.8245  0.11
O1 -1.4143 -1.9855 2.3291  -0.83
H1 -0.3081 -1.3768 4.6684  0.21
H2 0.9371 -2.7312 4.6244  0.32
H3 -0.7780 -3.0381 4.8898  0.29
H4 -0.2780 -3.6500 2.6361  0.20
H5 0.6678 -2.2041 2.3487  0.03
C3 -2.1199 -0.0646 -2.9617  -1.18
C4 -2.4093 0.3037 -1.5073  0.01
O2 -1.9460 -0.6265 -0.6086  -0.73
H6 -1.0443 -0.2096 -3.0942  0.19
H7 -2.5436 0.7191 -3.6052  0.32
H8 -2.5570 -1.0224 -3.2670  0.36
H9 -3.5002 0.4846 -1.3589  0.29
H10 -1.9256 1.2967 -1.3361  0.02
B1 -0.9332 2.5758 2.1424  0.53
F1 -2.1272 2.0745 1.5715  -0.42
F2 -0.4874 1.5505 3.0476  -0.42
F3 0.0780 2.6130 1.1738  -0.26
F4 -1.0772 3.8052 2.7548  -0.35
C5 2.0266 2.6334 -2.4204  -1.43
C6 1.2490 1.6173 -1.6016  0.72
O3 1.7486 0.3309 -1.9015  -0.38
C7 1.5658 -0.6643 -0.9456  0.26
O4 1.1918 -0.4169 0.2624  -0.85
C8 2.0672 -1.9696 -1.3816  0.87
F5 1.6100 -2.9476 -0.5923  -0.24
F6 1.7245 -2.2980 -2.6646  -0.30
F7 3.4656 -2.0790 -1.3774  -0.35
H11 3.0820 2.3468 -2.4341  0.34
H12 1.9227 3.6193 -1.9634  0.38
H13 1.7458 2.6748 -3.4756  0.30
H14 0.1822 1.6346 -1.8650  -0.21
H15 1.3397 1.8408 -0.5404  0.10

Atoms 1-3, force components in eV/Å:
Ti -0.200 -2.819 -1.532
C -0.586 -0.424 -0.060
C 0.128 -0.379 0.066

Record 3
The following is a quantum chemistry calculation of a molecular structure, C16H29Cl2N2O2PS3SiTi at a distorted geometry, from the OMol25 dataset.

Its LUMO energy is 0.2 eV. The calculation puts the HOMO energy at -7.3 eV. Its charge is 0.

Last column: Mulliken charge in e.
Atoms and positions in Å:
Ti1 0.5522 -0.1822 0.4190  0.13
C1 1.4057 4.3703 4.6285  -1.09
C2 0.9515 4.1066 3.2110  -0.17
O1 0.2547 2.8497 3.1263  -0.41
P1 0.8950 1.5119 2.4927  0.80
S1 1.3144 -1.6353 1.8256  -0.58
S2 1.4951 2.0308 0.5368  -0.69
O2 2.2801 1.5129 3.3569  -0.24
C3 3.4757 0.7752 3.0854  0.08
C4 4.5547 1.3162 3.9966  -1.45
H1 1.8967 5.3450 4.6800  0.37
H2 2.1066 3.6016 4.9523  0.23
H3 0.5530 4.3749 5.3095  0.30
H4 1.7925 4.1087 2.5184  0.26
H5 0.2411 4.8651 2.8848  0.32
H6 3.7508 0.9095 2.0392  0.18
H7 3.3030 -0.2836 3.2586  0.22
H8 4.7080 2.3832 3.8250  0.32
H9 5.4942 0.7950 3.7997  0.42
H10 4.2870 1.1685 5.0438  0.32
C5 -4.2854 -0.7444 1.6273  -1.13
Si1 -2.4599 -1.0648 1.9185  0.15
C6 -1.9758 -0.4744 3.6124  -0.88
C7 -2.2502 -2.9297 1.8510  -1.01
C8 -1.5119 -0.1431 0.5808  -1.04
H11 -4.9037 -1.2637 2.3690  0.29
H12 -4.5809 -1.1033 0.6354  0.31
H13 -4.5205 0.3235 1.6801  0.30
H14 -2.5666 -0.9909 4.3771  0.37
H15 -2.1230 0.6035 3.7338  0.26
H16 -0.9196 -0.6985 3.7818  0.25
H17 -2.5715 -3.3546 2.8084  0.39
H18 -1.2025 -3.2061 1.7098  0.29
H19 -2.8666 -3.3950 1.0715  0.27
H20 -1.6271 0.9282 0.8035  0.57
H21 -1.9942 -0.2682 -0.3990  0.77
N1 -1.0127 -2.8551 -1.2194  -0.26
C9 0.3183 -2.6941 -1.3253  0.24
N2 0.9309 -1.5587 -1.1195  0.61
C10 2.3223 -1.7020 -1.3001  -0.26
C11 3.2653 -0.6876 -1.2042  -0.66
C12 4.6029 -1.0050 -1.3667  -0.89
C13 5.0060 -2.3085 -1.6494  -0.54
C14 4.0683 -3.3181 -1.7871  -0.51
C15 2.7331 -2.9917 -1.6137  1.15
S3 1.3388 -4.0314 -1.7386  -0.32
H22 -1.5001 -2.1457 -0.6917  -0.17
H23 -1.3604 -3.7913 -1.1000  0.36
H24 2.9680 0.3317 -1.0058  0.50
H25 5.3449 -0.2209 -1.2813  0.42
H26 6.0578 -2.5356 -1.7739  0.39
H27 4.3687 -4.3307 -2.0262  0.41
Cl1 0.1020 -0.6739 -4.3209  -0.14
C16 -0.6819 0.7729 -3.6724  -0.48
Cl2 -0.0222 1.3077 -2.1124  0.02
H28 -1.7340 0.5630 -3.5379  0.29
H29 -0.5268 1.5808 -4.3718  0.35

Atoms 1-3, force components in eV/Å:
Ti 0.277 -0.818 1.867
C -0.001 -0.024 0.039
C -0.032 -0.040 0.044

Record 4
The following is a quantum chemistry calculation of C7H10S in the gas phase at a distorted geometry, from the OMol25 dataset.

The structure (SMILES) is SCC/C=C/C1C=C1. Its LUMO energy is 1.0 eV. The calculation puts the HOMO energy at -8.9 eV. Its charge is 0.

Last column: Mulliken charge in e.
Atoms and positions in Å:
S1 -2.0105 2.7854 -0.4501  -0.21
C1 -1.0613 1.8650 -1.7212  -0.54
C2 -1.0026 0.2935 -1.6553  -0.76
C3 0.1668 -0.2050 -0.8104  -0.29
C4 0.2207 -0.7884 0.3910  -0.08
C5 1.4873 -1.0236 1.1638  -0.22
C6 1.3813 -0.9712 2.6676  -0.58
C7 1.4600 -2.1358 2.1682  -0.28
H1 -2.2828 1.7183 0.2639  0.09
H2 -0.1247 2.4303 -1.7975  0.37
H3 -1.3896 2.0217 -2.8089  0.32
H4 -1.9407 -0.0732 -1.2000  0.35
H5 -0.7549 -0.1257 -2.7104  0.28
H6 1.2187 -0.1586 -1.1025  0.30
H7 -0.6228 -1.0637 1.0839  0.24
H8 2.5305 -0.8275 0.7165  0.29
H9 1.2164 -0.5328 3.6064  0.37
H10 1.5083 -3.2088 2.1950  0.36

Atoms 1-3, force components in eV/Å:
S 0.158 -0.093 -0.849
C -0.011 0.059 -2.660
C 1.941 -0.131 0.057

Relative energy (zero: lowest compared OMol25 entry of this formula, charge and spin) (kJ/mol)
0.0, 0.0, 82.8, 404.3